Density functional theory data (ωB97M-V/def2-TZVPD) for an isolated ion of composition C5H12NO and charge -1.

Summary:
maximum force = 5.0 eV/Å
net charge = -1
multiplicity = 1
energy = -327.62235 Ha
HOMO-LUMO gap = 5.924 eV

Last column: Löwdin charge in e.
CARTESIAN COORDINATES (ANGSTROEM)
C 2.323602 -1.363715 -0.868278  -0.154
C 1.808290 -0.102025 -0.242582  -0.287
N 0.313108 -0.440974 0.222826  -0.064
C -0.765060 0.643627 0.467866  -0.362
C -1.628893 0.438718 1.753578  -0.104
C -1.714612 0.841815 -0.915501  -0.503
O -2.500445 1.939853 -1.074200  -0.377
H 1.523389 -1.547037 -1.669164  0.091
H 2.343355 -2.116145 -0.025226  0.075
H 3.421739 -1.276084 -1.206031  0.080
H 1.775124 0.788676 -0.840306  0.078
H 2.225000 0.193800 0.801499  0.117
H -0.118316 -1.003388 -0.474127  0.030
H -0.279466 1.594973 0.549460  0.089
H -2.361541 1.227649 2.023468  0.068
H -2.097442 -0.543463 1.540628  0.055
H -0.866843 0.283646 2.561761  0.055
H -1.129238 0.609723 -1.786308  0.043
H -2.271750 -0.169651 -0.819361  0.070

Atoms 1-6, force components in eV/Å:
C 0.63 -0.12 0.27
C -3.13 0.69 3.84
N 0.33 1.25 0.84
C 0.01 1.01 -1.99
C 1.64 -1.34 -0.64
C -1.48 -0.43 1.87

Density functional theory data (ωB97M-V/def2-TZVPD) for an isolated ion of composition C5H12NO and charge -2.

Summary:
maximum force = 1.6 eV/Å
net charge = -2
multiplicity = 2
energy = -327.52261 Ha
HOMO-LUMO gap (alpha / beta) = 2.989 / 6.745 eV

Last column: Löwdin spin population.
CARTESIAN COORDINATES (ANGSTROEM)
C 1.627750 0.948346 -0.024535  0.114
N 0.756492 -0.160744 -0.428075  0.006
C 0.022510 -0.818207 0.661235  0.007
C -1.488970 -0.528401 0.780428  0.004
C -2.336968 -1.666661 0.240698  0.001
O -3.681291 -1.479898 0.295016  0.001
C 1.919392 1.911829 -1.174461  0.467
H 1.262545 1.530162 0.829420  0.028
H 2.548427 0.473995 0.295082  0.037
H 0.122671 0.112092 -1.167608  0.009
H 0.184791 -1.893629 0.525732  0.001
H 0.510959 -0.550848 1.597068  0.001
H -1.774866 -0.270893 1.796870  0.001
H -1.681763 0.330732 0.126845  0.004
H -2.010795 -1.884105 -0.808168  0.000
H -2.016399 -2.564472 0.853393  0.000
H 1.986435 1.400161 -2.140540  0.070
H 1.155511 2.695539 -1.185917  0.086
H 2.893568 2.415001 -1.072483  0.161

Atoms 1-6, force components in eV/Å:
C 0.19 -0.29 -0.53
N -0.31 0.34 0.06
C 0.15 -0.14 -0.04
C 0.88 0.50 -1.05
C -1.40 -0.73 0.36
O 0.21 0.12 0.08